1.
Computed, not measured: a single C4H7NO2S molecule, with the ωB97M-V functional and the def2-TZVPD basis.

Last column: natural (NBO) charge in e.
Cartesian coordinates (Å):
O (-1.15994, -1.14230, -2.22756)  -0.59
C (-0.80514, 0.01099, -2.17827)  0.53
N (0.02655, 0.50225, -1.22345)  -0.61
C (0.25002, -0.21733, 0.02805)  -0.18
C (-1.04478, -0.75217, 0.61112)  0.45
O (-1.06153, -1.74335, 1.28430)  -0.50
C (1.04755, 0.70219, 0.94511)  -0.52
S (1.22880, 0.17253, 2.66080)  -0.02
H (-1.04322, 0.75150, -2.95655)  0.12
H (-0.00130, 1.51151, -1.16288)  0.39
H (0.91854, -1.05138, -0.18938)  0.23
H (-1.96700, -0.17313, 0.41220)  0.12
H (0.64997, 1.72148, 1.02144)  0.22
H (2.01911, 0.83256, 0.45851)  0.23
H (0.94238, -1.12535, 2.51655)  0.15

Output
total energy = -760.02477 a.u.
LUMO = 0.47 eV
max |F| = 0.0191 hartree/bohr
gap between HOMO and LUMO = 9.89 eV
SMILES = O=CN[C@H](C=O)CS
ΔE to the lowest compared entry with this formula, charge and spin = 135.9 kJ/mol
E_HOMO = -9.4210 eV

***

2.
Computed, not measured: a single C4H7NO2S molecule in a non-equilibrium geometry, with the ωB97M-V functional and the def2-TZVPD basis.

Last column: natural (NBO) charge in e.
Cartesian coordinates (Å):
O (2.52264, -1.84860, -1.92470)  -0.52
C (1.76765, -1.17745, -1.31735)  0.57
N (0.79127, -0.25019, -1.76168)  -0.69
C (-0.21153, 0.54197, -1.14874)  0.70
O (-1.17957, 1.08654, -1.67342)  -0.56
C (0.02908, 0.60628, 0.35967)  -0.53
C (-1.28218, 0.08430, 1.15917)  -0.53
S (-0.98002, -0.08166, 2.94812)  -0.07
H (1.70513, -1.23154, -0.22471)  0.10
H (0.81958, -0.06520, -2.78115)  0.42
H (0.05383, 1.73890, 0.49183)  0.27
H (0.78870, -0.24650, 0.48871)  0.21
H (-1.38544, -0.96051, 0.71922)  0.23
H (-2.21708, 0.74460, 0.96201)  0.25
H (-1.22208, 1.05905, 3.70303)  0.15

Output
total energy = -759.99277 a.u.
LUMO = 0.56 eV
max |F| = 0.0680 hartree/bohr
gap between HOMO and LUMO = 9.95 eV
SMILES = O=CNC(=O)CCS
ΔE to the lowest compared entry with this formula, charge and spin = 220.0 kJ/mol
E_HOMO = -9.3869 eV

***

3.
Computed, not measured: 2 unconnected molecules or ions with the total composition C4H7NO2S in a non-equilibrium geometry, with the ωB97M-V functional and the def2-TZVPD basis.

Last column: natural (NBO) charge in e.
Cartesian coordinates (Å):
C (1.63113, -0.62460, 3.31826)  -0.18
C (1.88310, -1.17566, 2.26334)  -0.35
C (-1.56927, 1.74813, -1.39928)  -0.68
C (-1.37835, 0.30087, -1.30329)  0.17
N (-0.26936, -0.24124, -1.03534)  -0.66
O (2.24721, -0.37333, -0.08329)  -0.94
O (0.64847, -2.35338, 0.28554)  -0.92
S (2.13094, -1.68229, 0.56443)  1.56
H (1.41879, -0.28229, 4.34061)  0.25
H (-2.16595, 2.09127, -0.50262)  0.24
H (-2.18377, 2.08794, -2.22183)  0.23
H (-0.64765, 2.19726, -1.35045)  0.22
H (-2.23579, -0.32167, -1.42722)  0.16
H (0.45809, 0.44585, -1.22062)  0.36
H (0.03241, -1.81685, -0.22824)  0.53

Output
total energy = -759.89446 a.u.
LUMO = 0.86 eV
max |F| = 0.0582 hartree/bohr
gap between HOMO and LUMO = 10.56 eV
ΔE to the lowest compared entry with this formula, charge and spin = 478.1 kJ/mol
E_HOMO = -9.7047 eV

***

4.
Computed, not measured: a molecular structure, C4H7NO2S in a non-equilibrium geometry, with the ωB97M-V functional and the def2-TZVPD basis.

Last column: natural (NBO) charge in e.
Cartesian coordinates (Å):
C (-1.16227, -0.48246, -0.93279)  -0.20
C (-0.25474, -0.36133, 0.27640)  0.02
C (0.93774, -1.38641, 0.22799)  -0.53
C (0.39826, 0.80010, 0.13254)  0.37
H (-2.59452, 0.09324, 0.21564)  0.38
H (-2.16943, 1.26041, -0.84635)  0.36
H (-1.40072, -1.59371, -0.85104)  0.18
H (-0.49807, -0.27509, -1.89290)  0.21
H (-0.96992, -1.68221, 1.48432)  0.46
H (1.19464, -1.82725, 1.25910)  0.23
H (0.89054, -2.26548, -0.48243)  0.23
N (-2.37168, 0.19915, -0.79633)  -0.81
O (-1.04360, -0.45491, 1.37133)  -0.65
O (0.12621, 1.96093, 0.55820)  -0.53
S (1.87340, 0.08927, -0.43582)  0.26

Output
total energy = -759.91336 a.u.
LUMO = -0.05 eV
max |F| = 0.1954 hartree/bohr
gap between HOMO and LUMO = 9.39 eV
ΔE to the lowest compared entry with this formula, charge and spin = 428.4 kJ/mol
E_HOMO = -9.4386 eV

***

5.
Computed, not measured: a single C4H7NO2S molecule in a non-equilibrium geometry, with the ωB97M-V functional and the def2-TZVPD basis.

Last column: natural (NBO) charge in e.
Cartesian coordinates (Å):
O (0.02008, -2.11960, 0.25120)  -0.58
C (-0.43208, -1.00981, 0.10222)  0.67
N (-1.66480, -0.92360, -0.49973)  -0.34
O (-2.44484, 0.18669, -0.09172)  -0.57
C (0.18637, 0.27012, 0.56641)  -0.34
C (0.56967, 1.33822, -0.41175)  -0.40
C (1.68115, 0.59020, 0.35900)  -0.35
S (2.67178, -0.69945, -0.38386)  -0.04
H (-2.25672, -1.77505, -0.30126)  0.38
H (-2.63403, 0.75656, -0.90744)  0.48
H (-0.32264, 0.67901, 1.45453)  0.25
H (0.25198, 2.34614, -0.16982)  0.23
H (0.51948, 0.96681, -1.40490)  0.22
H (1.98464, 1.04408, 1.27570)  0.22
H (1.86995, -1.65034, 0.16143)  0.18

Output
total energy = -759.94288 a.u.
LUMO = 0.57 eV
max |F| = 0.0477 hartree/bohr
gap between HOMO and LUMO = 9.56 eV
SMILES = O=C(NO)[C@@H]1C[C@@H]1S
ΔE to the lowest compared entry with this formula, charge and spin = 351.0 kJ/mol
E_HOMO = -8.9923 eV

***

6.
Computed, not measured: a single C4H7NO3 molecule in a non-equilibrium geometry, with the ωB97M-V functional and the def2-TZVPD basis.

Last column: natural (NBO) charge in e.
Cartesian coordinates (Å):
C (-1.38033, 0.53931, -1.89531)  -0.29
O (-1.08601, 0.09681, -0.36830)  -0.47
N (-1.08368, 1.17846, 0.60381)  -0.07
C (-0.08465, 0.69684, 1.35092)  0.05
C (0.80166, -0.54269, 1.26460)  -0.10
O (0.16409, -1.78486, 1.68159)  -0.67
C (1.58373, -0.38867, 0.03093)  0.41
O (1.54973, -1.26691, -0.82855)  -0.52
H (-2.60806, 0.62073, -2.19307)  0.21
H (-0.72252, 1.59003, -2.16459)  0.20
H (-1.04249, -0.21524, -2.60279)  0.21
H (0.27107, 1.62689, 2.09998)  0.20
H (1.18687, -0.34978, 2.13495)  0.22
H (0.42362, -2.35727, 1.00379)  0.48
H (2.02698, 0.55635, -0.11796)  0.14

Output
total energy = -436.85856 a.u.
LUMO = 0.24 eV
max |F| = 0.1258 hartree/bohr
gap between HOMO and LUMO = 10.04 eV
SMILES = CO/N=C\[C@@H](O)C=O
ΔE to the lowest compared entry with this formula, charge and spin = 747.8 kJ/mol
E_HOMO = -9.7949 eV

***

7.
Computed, not measured: a molecular structure, C4H7NO3 in a non-equilibrium geometry, with the ωB97M-V functional and the def2-TZVPD basis.

Last column: natural (NBO) charge in e.
Cartesian coordinates (Å):
C (-2.07796, 0.02614, -0.26177)  -0.71
C (-0.84892, -1.00388, -0.33944)  0.45
N (0.18399, -1.15972, 0.69664)  -0.49
C (0.61222, 0.02836, 1.32576)  -0.34
C (1.01232, 1.05021, 0.25130)  0.53
O (1.92291, 0.42738, -0.59177)  -0.49
O (0.50719, 2.23445, 0.35486)  -0.51
O (-1.04549, -1.82398, -1.32603)  -0.56
H (-2.53089, 0.06161, -1.25495)  0.25
H (-1.79096, 1.04789, 0.06248)  0.23
H (-2.88843, -0.33100, 0.44355)  0.25
H (0.42049, -1.02358, -0.52715)  0.43
H (1.53061, -0.11758, 1.83579)  0.23
H (-0.03435, 0.53363, 2.06957)  0.23
H (0.74275, 0.63937, -0.85735)  0.49

Output
total energy = -436.83514 a.u.
LUMO = -1.53 eV
max |F| = 0.1474 hartree/bohr
gap between HOMO and LUMO = 8.83 eV
ΔE to the lowest compared entry with this formula, charge and spin = 809.3 kJ/mol
E_HOMO = -10.3626 eV

***

8.
Computed, not measured: a single C4H7NO3 molecule in a non-equilibrium geometry, with the ωB97M-V functional and the def2-TZVPD basis.

Last column: natural (NBO) charge in e.
Cartesian coordinates (Å):
O (2.65113, -0.54330, -0.55141)  -0.54
C (2.14652, 0.48202, -0.23421)  0.51
N (1.02867, 0.44821, 0.67667)  -0.18
C (-0.20519, 1.12577, 0.39658)  -0.27
C (-1.00762, 0.06367, -0.37924)  0.06
O (-2.40539, 0.07256, -0.30450)  -0.69
C (-0.30169, -1.30500, 0.08786)  -0.11
O (0.62277, -0.81032, 1.04242)  -0.36
H (2.44839, 1.55257, -0.36245)  0.13
H (-0.12308, 1.98868, -0.22805)  0.22
H (-0.77808, 1.56131, 1.27219)  0.22
H (-0.73334, 0.03940, -1.38406)  0.16
H (-2.63932, -0.76947, 0.04345)  0.47
H (0.22575, -1.86117, -0.69860)  0.19
H (-0.92952, -2.04494, 0.62333)  0.19

Output
total energy = -436.99299 a.u.
LUMO = 0.78 eV
max |F| = 0.0559 hartree/bohr
gap between HOMO and LUMO = 10.43 eV
SMILES = O=CN1C[C@H](O)CO1
ΔE to the lowest compared entry with this formula, charge and spin = 394.9 kJ/mol
E_HOMO = -9.6455 eV